No. 1
{"formula": "C16H45N3O7Zr", "method": "wB97M-V/def2-TZVPD", "elements": ["Zr", "C", "C", "O", "O", "H", "H", "H", "H", "H", "H", "C", "C", "O", "O", "H", "H", "H", "H", "H", "H", "C", "C", "C", "O", "C", "N", "H", "H", "H", "H", "H", "H", "H", "H", "H", "H", "H", "C", "C", "C", "O", "C", "N", "H", "H", "H", "H", "H", "H", "H", "H", "H", "H", "H", "C", "C", "C", "O", "C", "N", "H", "H", "H", "H", "H", "H", "H", "H", "H", "H", "H"], "positions_angstrom": [[0.60656, 0.25544, -0.60233], [0.22856, -2.85356, -0.88033], [-1.21244, -2.35356, -0.74033], [-1.24344, -0.93556, -0.56933], [0.83956, -1.87756, -1.28933], [0.26956, -3.69656, -1.57133], [0.72856, -3.22956, -0.01133], [-1.66944, -2.95356, 0.02667], [-1.75844, -2.53656, -1.64133], [-2.15944, -0.76856, -0.54833], [1.43756, -2.35756, -1.93633], [3.59556, 0.61344, -0.82833], [3.11456, 1.97444, -0.84533], [1.85356, 2.04144, -0.12633], [2.64656, -0.16656, -1.07733], [4.00856, 0.48444, 0.20067], [4.43556, 0.53044, -1.51133], [3.13856, 2.38844, -1.87633], [3.82856, 2.66644, -0.40433], [1.82356, 2.99544, 0.07967], [3.23156, -0.95256, -1.17633], [-0.24944, -0.81656, -3.85933], [-0.26944, 0.66544, -3.65733], [-1.53044, 1.32444, -3.37833], [-1.92844, 1.03244, -2.07333], [-3.27544, 1.50344, -1.89933], [0.65656, 1.00844, -2.50833], [-0.82644, -0.87056, -4.77533], [-0.75444, -1.31856, -3.04533], [0.73156, -1.23156, -3.96133], [0.08056, 1.09444, -4.62733], [-2.34344, 1.05344, -4.01433], [-1.45544, 2.34444, -3.49433], [-3.33844, 2.52844, -2.13433], [-3.56344, 1.35844, -0.91633], [-4.02944, 1.02044, -2.51533], [0.43456, 2.01144, -2.63333], [1.57456, 0.99844, -3.08033], [-0.66644, 3.29244, 2.03267], [-1.03744, 1.88744, 1.65567], [-2.52144, 1.58544, 1.93767], [-2.79544, 0.38944, 1.18967], [-4.13344, -0.02656, 1.29067], [-0.73344, 1.60844, 0.25367], [-0.74344, 3.53444, 3.09267], [-1.26544, 3.99844, 1.52467], [0.39256, 3.53844, 1.84367], [-0.52244, 1.28144, 2.38167], [-3.15744, 2.39844, 1.69867], [-2.62544, 1.40144, 3.01167], [-4.47944, -0.41056, 2.21467], [-4.35944, -0.85856, 0.66967], [-4.87844, 0.76844, 1.16067], [-0.66544, 2.63444, -0.17233], [-1.72544, 1.37344, 0.11367], [-0.44144, -1.84756, 2.53667], [0.78156, -0.93856, 2.53967], [1.97056, -1.72256, 3.18267], [2.64556, -2.40056, 2.12767], [3.73256, -3.17256, 2.55167], [1.33956, -0.49556, 1.25967], [-1.36544, -1.43756, 2.05767], [-0.80144, -1.80856, 3.52867], [-0.26744, -2.88056, 2.21967], [0.58856, -0.12356, 3.27767], [1.60556, -2.43456, 3.95567], [2.57156, -1.01756, 3.76167], [4.60656, -2.63056, 2.23967], [3.69656, -4.06056, 2.01267], [3.73456, -3.33356, 3.68067], [1.93656, -1.32356, 1.33467], [1.92656, 0.25644, 1.73667]], "relative_energy_kcal_mol": 25.2, "total_energy_ev": -37358.81718, "e_homo_ev": -21.2, "orbital_gap_ha": 0.282, "total_charge": 4, "lumo_ev": -13.5}

No. 2
{"formula": "C3H5NO4", "method": "wB97M-V/def2-TZVPD", "elements": ["C", "C", "C", "H", "H", "H", "H", "H", "N", "O", "O", "O", "O"], "positions_angstrom": [[-1.23884, 0.65529, 0.24423], [0.96020, 0.99703, -0.53219], [1.51814, -0.37992, -0.03302], [-2.57181, -1.85134, -0.45633], [-1.94345, 1.04477, 1.03655], [1.67058, 1.82635, -0.38927], [0.67241, 0.81704, -1.54190], [1.58062, -1.49683, 1.52162], [-1.35410, -0.37404, -0.49227], [-2.62872, -0.96610, -0.13183], [-0.11998, 1.36758, 0.26616], [1.16192, -0.65561, 1.23821], [2.29302, -0.98423, -0.72996]], "relative_energy_kcal_mol": 64.3, "total_energy_ev": -12870.08779, "e_homo_ev": -9.5, "orbital_gap_ha": 0.374, "total_charge": 0, "lumo_ev": 0.6}

No. 3
{"formula": "CH5O4P2", "method": "wB97M-V/def2-TZVPD", "elements": ["C", "O", "O", "O", "O", "P", "P", "H", "H", "H", "H", "H"], "positions_angstrom": [[1.47881, -0.09621, 0.27959], [-0.70006, 1.90855, 0.60205], [-0.70184, 0.88792, -1.76611], [-2.94390, 0.43540, 1.12968], [-2.91822, -0.81861, -1.13693], [-2.23136, -0.80959, 0.31853], [-0.54723, 0.74848, -0.26923], [1.77037, -1.04578, -0.20001], [2.20588, 0.79597, 0.18043], [1.11597, -0.18548, 1.25489], [-2.20357, 1.07368, 1.45152], [-2.41158, -0.07890, -1.65793]], "relative_energy_kcal_mol": 14.9, "total_energy_ev": -27889.17473, "e_homo_ev": -4.0, "orbital_gap_ha": 0.300, "total_charge": -1, "lumo_ev": 4.2}